(1)
Entry from the Open Molecules 2025 dataset: C33H27FN5O12P3Ti as an isolated structure (ωB97M-V with the def2-TZVPD basis set).

The geometry in XYZ format:
```
82
Properties=species:S:1:pos:R:3:forces:R:3:mulliken_spin:R:1
Ti 0.678983 -0.200874 -0.079922 -0.3 -0.3 -0.6 0.1691
C 4.275756 -1.032885 1.825043 0.1 -0.1 -0.1 0.0017
C 3.684881 0.337906 2.113673 0.1 0.1 0.2 -0.0066
O 4.582953 0.993170 3.002153 0.0 0.0 0.1 0.0008
P 2.074885 0.164615 2.971285 0.1 -0.1 -0.1 0.0083
O 2.120528 -0.966978 4.061050 0.0 -0.1 -0.1 0.0004
O 1.977903 1.473994 3.852934 0.0 0.0 0.0 0.0009
O 0.927746 0.006455 2.025835 -0.1 0.1 0.0 -0.0183
P 3.530684 1.310960 0.550819 -0.2 -0.1 -0.1 -0.0023
O 2.879755 2.621184 1.231710 0.0 0.0 0.0 -0.0001
O 4.815062 1.590667 -0.104341 0.0 -0.1 0.0 0.0007
O 2.448729 0.601551 -0.280478 0.1 0.1 0.1 -0.0117
H 4.369624 -1.599333 2.751073 0.0 0.0 0.0 -0.0034
H 5.271584 -0.871420 1.410863 0.0 0.0 0.0 0.0001
H 3.669047 -1.596070 1.112578 0.0 0.1 0.1 0.0002
H 4.296605 1.910861 3.093208 0.0 0.0 0.0 -0.0001
H 1.918723 -1.895223 3.769718 0.0 0.2 0.1 -0.0016
H 1.369370 1.399631 4.598706 -0.1 0.0 0.2 -0.0001
H 2.940057 3.401986 0.671988 0.0 0.1 -0.1 0.0001
C 2.200847 -1.191725 -6.203639 0.0 0.0 0.1 -0.0003
C 0.818216 -1.284969 -6.230455 -0.1 0.0 0.0 0.0002
C 0.072554 -0.905959 -5.123242 0.0 0.0 0.0 -0.0001
C 0.711905 -0.431643 -3.981900 0.0 0.0 -0.1 0.0047
C 2.101952 -0.354290 -3.954425 0.1 0.0 0.1 -0.0010
C 2.842906 -0.726824 -5.062695 0.0 0.0 -0.1 -0.0012
P -0.179063 0.138463 -2.516853 0.0 0.0 0.6 -0.0026
C -1.832119 -0.609745 -2.584334 0.1 0.0 -0.1 -0.0026
C -2.991656 0.153115 -2.562819 0.0 0.1 0.0 -0.0001
C -4.230581 -0.468841 -2.474453 0.0 0.0 0.0 0.0001
C -4.312169 -1.850462 -2.407004 0.0 0.0 0.0 0.0000
C -3.152016 -2.616357 -2.418948 0.0 0.0 0.0 0.0024
C -1.916065 -1.999603 -2.499038 0.0 -0.1 0.0 -0.0046
C -0.418586 1.906580 -2.705657 0.0 0.0 0.0 0.0005
C -0.613557 2.566722 -3.887045 0.0 0.0 0.0 -0.0002
C -0.879444 3.952191 -3.877786 0.0 -0.1 0.0 0.0003
C -0.964436 4.616891 -2.688311 0.0 0.0 0.1 -0.0001
C -0.758667 3.954281 -1.451102 0.0 0.1 -0.1 -0.0001
C -0.847688 4.642266 -0.219175 0.0 0.0 0.0 -0.0011
C -0.630168 3.961785 0.942068 0.0 -0.1 0.0 0.0017
C -0.287081 2.589872 0.920480 0.0 0.0 0.1 -0.0073
C -0.167479 1.855016 -0.237182 0.1 0.0 0.2 0.0456
C -0.445141 2.572119 -1.447507 0.0 0.0 0.0 -0.0105
H 2.778764 -1.490599 -7.067051 0.0 0.0 0.0 0.0000
H 0.313694 -1.657975 -7.112277 0.0 0.0 0.0 0.0000
H -1.007006 -0.989120 -5.144730 0.0 0.0 0.0 -0.0001
H 2.608502 -0.015948 -3.056850 0.0 0.0 0.0 0.0001
H 3.921249 -0.665142 -5.030869 0.1 0.0 0.0 0.0000
H -2.932016 1.234115 -2.596781 0.0 0.0 0.0 0.0000
H -5.128722 0.132577 -2.444589 0.0 0.0 0.0 0.0000
H -5.277676 -2.332925 -2.330688 0.0 0.0 0.0 0.0000
H -3.200170 -3.694295 -2.339098 0.0 0.0 0.0 0.0007
H -1.017310 -2.605668 -2.454121 0.0 0.1 0.0 -0.0002
H -0.574576 2.026361 -4.825750 0.0 0.0 0.0 -0.0002
H -1.026577 4.477928 -4.811993 0.0 0.0 0.0 0.0000
H -1.187080 5.677760 -2.673383 0.0 0.0 0.0 0.0000
H -1.093829 5.697375 -0.217431 0.0 0.0 0.0 0.0000
H -0.704134 4.468466 1.896907 0.0 0.0 0.0 0.0005
H -0.095074 2.122144 1.879192 0.0 0.0 0.0 0.0030
O 1.148869 -1.787474 -1.035569 0.0 -0.1 0.0 -0.0185
N 1.534850 -2.126538 0.219411 0.1 0.3 -0.4 0.4046
C 1.048603 -3.311493 0.652825 -0.2 -0.2 0.3 0.2583
C 1.273152 -3.533215 2.023613 0.1 0.0 0.2 -0.0216
N 1.529643 -3.562831 3.155533 -0.1 0.0 -0.2 0.1118
C 0.284612 -4.199829 -0.136330 0.0 0.1 0.0 -0.0171
N -0.337893 -4.926647 -0.782566 0.0 0.0 -0.1 0.1227
F -0.567439 1.222563 5.789130 0.1 0.1 -0.1 -0.0001
C -1.328963 0.169091 5.426604 -0.1 -0.1 0.0 -0.0033
C -1.419529 -0.202288 4.146579 0.1 0.1 0.1 0.0061
N -2.168660 -1.277772 3.746796 0.0 0.0 0.0 0.0020
C -2.054110 -1.785276 2.379335 -0.1 -0.1 0.0 -0.0069
C -1.908955 -0.651907 1.358380 0.2 -0.1 0.0 -0.0002
O -2.551642 0.366628 1.456502 -0.2 0.1 0.1 -0.0001
O -1.054041 -0.942285 0.424014 0.1 0.2 -0.2 -0.0042
C -2.887198 -2.022117 4.655909 0.0 0.1 0.1 0.0015
O -3.544313 -2.995032 4.364200 -0.1 -0.1 -0.1 0.0001
N -2.803313 -1.571369 5.966650 -0.1 -0.1 0.0 -0.0002
C -2.055901 -0.520242 6.478372 0.2 0.1 0.0 -0.0001
O -2.043304 -0.251004 7.659525 0.0 0.0 0.0 0.0001
H -0.902661 0.334944 3.363347 0.0 0.0 0.0 -0.0014
H -2.976389 -2.326414 2.160728 0.1 0.0 0.0 -0.0012
H -1.220524 -2.489187 2.311176 -0.1 0.1 0.0 0.0022
H -3.328274 -2.114459 6.638473 0.0 0.0 -0.1 0.0000
```
Positions in Å, forces in eV/Å.

The value obtained for the highest occupied orbital energy (spin up / spin down) is -4.44 / -5.85 eV. Its multiplicity is 2. The relative energy (zero: lowest compared OMol25 entry of this formula, charge and spin) is 0.303 eV. For the orbital gap (spin up / spin down), the calculation gives 6.8 / 7.8 eV. As for the expectation value of S²: 0.76. As for the net charge: -1.


(2)
Entry from the Open Molecules 2025 dataset: C33H27FeN7O3S as an isolated structure (ωB97M-V with the def2-TZVPD basis set).

The geometry in XYZ format:
```
72
Properties=species:S:1:pos:R:3:forces:R:3:mulliken_spin:R:1
Fe -0.264748 -0.570290 -0.039234 0.4 0.1 0.2 1.0467
O -3.648924 -2.869081 2.179488 0.2 0.2 -0.1 -0.0008
C -4.656152 -2.386771 1.433123 0.0 0.1 -0.1 0.0015
C -5.956171 -2.766530 1.777369 0.0 0.0 0.0 -0.0005
C -7.037198 -2.293934 1.061673 0.0 0.0 0.0 -0.0001
C -6.848716 -1.431046 -0.014805 0.0 0.0 0.0 0.0002
C -5.563737 -1.057179 -0.361050 0.0 0.0 0.0 -0.0007
C -4.452328 -1.523031 0.341030 0.0 0.0 0.0 0.0146
C -3.076419 -1.117730 -0.064169 0.1 -0.1 0.0 -0.0138
O -2.081176 -1.579838 0.601093 -0.3 -0.1 0.0 0.0293
N -2.959606 -0.326502 -1.099391 -0.1 0.1 0.0 -0.0046
N -1.621112 -0.069771 -1.363945 0.0 0.0 0.0 -0.0157
C -1.385981 0.502721 -2.484187 0.0 -0.1 0.0 -0.0244
C -0.067304 0.753394 -3.021405 0.0 0.0 0.0 0.0157
C 0.040206 1.550062 -4.167224 0.0 0.0 0.0 -0.0056
C 1.254141 1.791994 -4.775438 0.0 0.0 0.0 0.0080
C 2.397967 1.199290 -4.234333 0.0 0.0 0.0 -0.0053
C 2.321024 0.397162 -3.118262 0.0 0.0 0.0 0.0053
C 1.092153 0.153509 -2.467020 0.0 0.1 -0.1 -0.0026
O 1.079533 -0.617094 -1.418479 0.0 -0.2 0.0 -0.0081
H -2.821932 -2.443109 1.821241 -0.1 -0.1 0.0 -0.0007
H -6.083980 -3.431214 2.622110 0.0 0.0 0.0 0.0000
H -8.038220 -2.596380 1.346309 0.0 0.0 0.0 0.0000
H -7.696293 -1.056272 -0.573716 0.0 0.0 0.0 -0.0001
H -5.383368 -0.390725 -1.193678 0.0 0.0 0.0 0.0000
H -2.249963 0.779776 -3.085968 0.0 0.0 0.0 -0.0022
H -0.866749 1.986917 -4.573409 0.0 0.0 0.0 -0.0001
H 1.319399 2.424663 -5.650628 0.0 0.0 0.0 0.0006
H 3.363194 1.376751 -4.695251 0.0 0.0 0.0 -0.0003
H 3.205593 -0.055802 -2.688355 0.0 0.0 0.0 0.0008
C 2.887546 0.052222 5.168410 0.0 0.0 0.0 -0.0002
C 2.513341 1.157177 4.190193 0.0 0.0 0.0 0.0005
N 1.123036 1.088505 3.776042 0.0 0.0 -0.1 0.0014
C 0.713000 0.284731 2.752912 0.0 0.1 -0.1 -0.0129
S -0.898213 0.483266 2.180036 0.0 -0.3 0.1 0.0500
N 1.585977 -0.592803 2.310413 -0.1 0.0 0.0 0.0018
N 1.094049 -1.326149 1.267148 -0.1 0.1 0.0 -0.0123
C 1.586912 -2.497268 1.081016 0.0 -0.1 -0.1 -0.0156
C 2.671376 -3.094148 1.919655 0.0 0.0 0.0 -0.0025
C 0.985869 -3.293605 -0.007023 0.1 0.0 0.0 0.0051
C 1.431362 -4.566616 -0.351181 0.0 0.0 0.0 0.0011
C 0.768687 -5.253441 -1.354899 0.0 0.0 0.0 -0.0004
C -0.310189 -4.658847 -1.987818 0.0 0.0 0.0 0.0007
C -0.680979 -3.383392 -1.588616 0.0 0.0 0.0 0.0026
N -0.050922 -2.732296 -0.626612 -0.2 0.0 0.1 0.0123
H 3.939117 0.131974 5.452758 0.0 0.0 0.0 0.0000
H 2.277331 0.114379 6.070571 0.0 0.0 0.0 0.0000
H 2.723366 -0.921431 4.709033 0.0 0.0 0.0 0.0001
H 2.660843 2.132403 4.657915 0.0 0.0 0.0 -0.0002
H 3.158387 1.107170 3.309165 0.0 0.0 0.0 0.0001
H 0.547849 1.902609 3.901829 0.0 0.0 0.0 0.0006
H 2.961424 -2.396301 2.697426 0.0 0.0 0.0 0.0003
H 2.333947 -4.027413 2.376171 0.0 0.0 0.0 -0.0003
H 3.543952 -3.321823 1.301961 0.0 0.0 0.0 -0.0002
H 2.277210 -5.008576 0.155766 0.0 0.0 0.0 -0.0003
H 1.092626 -6.246863 -1.638865 0.0 0.0 0.0 -0.0001
H -0.856263 -5.165906 -2.770982 0.0 0.0 0.0 0.0000
H -1.512203 -2.860834 -2.050070 0.0 0.0 0.0 -0.0017
N 3.417142 8.505147 -1.307972 0.0 0.0 0.0 0.0006
C 2.966586 7.463120 -1.115821 0.0 0.1 0.0 -0.0006
C 2.408162 6.166737 -0.874013 0.0 -0.1 0.0 0.0024
C 1.172958 5.816818 -1.424340 0.0 0.0 0.0 -0.0008
C 0.637643 4.568109 -1.189032 0.0 0.0 0.0 0.0014
C 1.316434 3.626145 -0.396210 0.0 0.1 -0.1 -0.0050
C 2.558613 3.993568 0.145621 0.0 0.0 0.0 0.0021
C 3.096571 5.241818 -0.086908 0.0 0.0 0.0 -0.0010
C 0.772323 2.339045 -0.176389 -0.1 -0.1 0.2 0.0063
C 0.297696 1.233529 0.003073 0.1 0.3 -0.1 -0.0725
H 0.640668 6.531451 -2.038525 0.0 0.0 0.0 -0.0001
H -0.315695 4.290833 -1.620446 0.0 0.0 0.0 0.0000
H 3.093545 3.272034 0.749154 0.0 0.0 0.0 0.0001
H 4.055786 5.510985 0.335969 0.0 0.0 0.0 -0.0001
```
Positions in Å, forces in eV/Å.

The value obtained for the highest occupied orbital energy (spin up / spin down) is -4.57 / -4.50 eV. Its multiplicity is 2. The relative energy (zero: lowest compared OMol25 entry of this formula, charge and spin) is 0.000 eV. For the orbital gap (spin up / spin down), the calculation gives 6.9 / 6.8 eV. As for the expectation value of S²: 0.78. As for the net charge: -1.


(3)
Entry from the Open Molecules 2025 dataset: C33H27NO2Se2Te2Ti as an isolated structure (ωB97M-V with the def2-TZVPD basis set).

The geometry in XYZ format:
```
68
Properties=species:S:1:pos:R:3:forces:R:3:nbo_charge:R:1
Ti 1.545482 0.307712 1.355829 0.4 0.0 0.5 1.1769
O 2.009114 -0.007028 -0.378818 0.1 -0.1 -0.1 -0.8355
C 1.964774 0.481493 -1.668883 0.1 0.0 0.0 0.2100
C 1.644423 1.983557 -1.562961 0.0 -0.1 0.1 -0.4548
C 0.315607 2.270891 -0.922755 0.0 0.0 -0.1 0.2740
C -0.597013 3.075978 -1.600526 0.1 -0.1 0.1 -0.2628
C -1.805932 3.384003 -1.011391 0.0 0.0 0.0 -0.1599
C -2.053073 2.904289 0.260901 0.0 0.1 0.0 -0.2617
C -1.094909 2.125574 0.896209 -0.1 0.0 0.1 0.2752
C -1.354686 1.662754 2.299862 0.1 -0.1 0.1 -0.4580
C -1.335792 0.122960 2.387935 0.1 0.0 0.2 0.1833
O -0.057668 -0.287037 2.082271 0.2 -0.1 -0.2 -0.8464
C -2.346481 -0.454627 1.388693 0.0 0.0 -0.1 0.0716
C -1.912032 -1.262296 0.345109 0.0 0.0 0.1 -0.2081
C -2.819037 -1.724265 -0.600523 0.0 0.0 0.0 -0.1941
C -4.162675 -1.392551 -0.509783 0.0 0.0 0.0 -0.2441
C -4.604079 -0.603600 0.544933 0.0 0.0 0.0 -0.2162
C -3.699805 -0.140834 1.487670 0.0 0.0 0.0 -0.2585
C -1.676378 -0.398823 3.787359 0.0 -0.1 0.0 0.0847
C -1.129488 -1.631588 4.151993 0.0 0.1 0.0 -0.2117
C -1.422271 -2.187445 5.384743 0.0 0.0 0.0 -0.1952
C -2.259099 -1.525316 6.277327 0.0 0.0 0.0 -0.2389
C -2.797393 -0.299723 5.924336 0.0 0.0 0.0 -0.2286
C -2.508077 0.258339 4.682200 0.0 0.0 0.1 -0.2456
N 0.057670 1.779644 0.299799 -0.3 0.3 -0.2 -0.4581
C 3.337244 0.324737 -2.338537 0.0 0.0 0.1 0.0633
C 3.539855 0.711084 -3.661549 0.0 0.0 0.0 -0.2434
C 4.791220 0.591460 -4.246350 0.0 0.0 0.0 -0.2355
C 5.854096 0.076098 -3.512651 0.0 0.0 0.0 -0.2412
C 5.650971 -0.317919 -2.199009 0.0 0.0 0.0 -0.1848
C 4.399378 -0.195567 -1.612256 -0.1 0.0 0.0 -0.2112
C 0.937916 -0.320658 -2.471564 0.0 0.0 0.0 -0.0384
C 0.185372 0.223622 -3.505641 0.0 0.0 0.0 -0.1729
C -0.692103 -0.567114 -4.239381 0.0 0.0 0.0 -0.2462
C -0.817999 -1.916118 -3.946303 0.0 0.0 0.0 -0.2368
C -0.071096 -2.462307 -2.909281 0.0 0.0 0.0 -0.2131
C 0.797415 -1.674551 -2.170886 0.0 0.0 0.0 -0.1943
H 1.697406 2.474255 -2.535305 0.0 0.0 0.0 0.2041
H 2.431565 2.401389 -0.926443 0.0 0.0 0.0 0.2735
H -0.336908 3.438368 -2.586239 0.0 0.0 0.0 0.2061
H -2.539115 3.989559 -1.530883 0.0 0.0 0.0 0.2021
H -2.977473 3.116091 0.780949 0.0 0.0 0.0 0.2090
H -2.307706 2.079207 2.627132 0.0 0.0 0.0 0.1981
H -0.552224 2.022592 2.952513 0.0 0.0 0.0 0.2762
H -0.864585 -1.538209 0.290560 0.0 0.0 0.0 0.2600
H -2.460296 -2.339572 -1.415507 0.0 0.0 0.0 0.2158
H -4.865258 -1.751852 -1.252627 0.0 0.0 0.0 0.1947
H -5.654342 -0.349559 0.633861 0.0 0.0 0.0 0.1917
H -4.051025 0.464484 2.316347 0.0 0.0 0.0 0.2012
H -0.462573 -2.134597 3.460186 0.0 0.0 0.0 0.2674
H -0.984776 -3.140906 5.653828 0.0 0.0 0.0 0.2088
H -2.479150 -1.959798 7.245391 0.0 0.0 0.0 0.1950
H -3.438292 0.235440 6.615546 0.0 0.0 0.0 0.1933
H -2.930114 1.225291 4.434662 0.0 0.0 0.0 0.1966
H 2.712123 1.092292 -4.249919 0.0 0.0 0.0 0.1964
H 4.934836 0.894219 -5.277741 0.0 0.0 0.0 0.1895
H 6.832103 -0.020920 -3.970070 0.0 0.0 0.0 0.1921
H 6.456925 -0.731050 -1.604514 0.0 0.0 0.0 0.2278
H 4.258355 -0.510735 -0.585650 0.0 0.0 0.0 0.2772
H 0.270323 1.276066 -3.747163 0.0 0.0 0.0 0.1878
H -1.279278 -0.124401 -5.035928 0.0 0.0 0.0 0.1925
H -1.501233 -2.536446 -4.515200 0.0 0.0 0.0 0.1946
H -0.167176 -3.512538 -2.658946 0.0 0.0 0.0 0.2129
H 1.356013 -2.100936 -1.341186 0.0 0.0 0.0 0.2875
Se 2.518839 2.098101 2.381886 -0.1 -0.1 -0.1 -0.6538
Te 3.074050 -1.798981 2.533040 -0.1 0.0 -0.3 0.2041
Te 5.687360 -1.755194 1.742074 -0.1 0.0 0.1 -0.7319
Se 1.808174 -3.416484 1.077224 -0.1 0.0 0.1 -0.8133
```
Positions in Å, forces in eV/Å.

The value obtained for the highest occupied orbital energy is -0.48 eV. Its multiplicity is 1. The relative energy (zero: lowest compared OMol25 entry of this formula, charge and spin) is 0.000 eV. For the orbital gap, the calculation gives 4.5 eV. As for the net charge: -2.


Computed calculated total energy, in the same sequence as the records: -4424.26718; -3544.68180; -7667.58003 Eh.